(1)
{"formula": "C29H30FN5SiTi", "method": "ωB97M-V with the def2-TZVPD basis set", "lumo_ev": -0.98, "gap_ev": 8.3, "spin_multiplicity": 1, "de_lowest_kj_mol": 0.0, "species": ["Ti", "C", "Si", "C", "N", "C", "C", "C", "C", "C", "C", "C", "C", "C", "C", "C", "C", "C", "C", "C", "C", "C", "H", "H", "H", "H", "H", "H", "H", "H", "H", "H", "H", "H", "H", "H", "H", "H", "H", "H", "H", "H", "H", "H", "H", "H", "N", "C", "N", "C", "N", "C", "N", "F", "C", "C", "C", "C", "C", "C", "C", "H", "H", "H", "H", "H", "H"], "positions_angstrom": [[0.2428, -0.3266, 0.0956], [0.2221, 0.7076, 1.9307], [-0.4418, 2.4231, 1.7464], [-1.7039, 2.0965, 0.3504], [-1.1098, 1.2285, -0.7103], [-0.1079, 2.0193, -1.5196], [-0.4197, 2.0543, -3.0054], [-1.8348, 2.5845, -3.2262], [-2.8665, 1.7455, -2.4413], [-2.1876, 0.6832, -1.5840], [0.8486, 3.6653, 1.1983], [2.1935, 3.3231, 1.0684], [3.1227, 4.2416, 0.5953], [2.7202, 5.5217, 0.2463], [1.3834, 5.8840, 0.3744], [0.4620, 4.9636, 0.8459], [-1.4103, 3.1092, 3.1991], [-1.0196, 4.2625, 3.8807], [-1.7437, 4.7298, 4.9691], [-2.8737, 4.0491, 5.3982], [-3.2770, 2.8969, 4.7365], [-2.5492, 2.4365, 3.6507], [-0.5752, 0.1146, 2.4087], [1.1220, 0.5945, 2.5348], [-2.1248, 3.0028, -0.0965], [-2.5422, 1.5436, 0.7874], [0.9023, 1.6211, -1.3508], [-0.0943, 3.0383, -1.1334], [-0.2962, 1.0652, -3.4476], [0.3129, 2.7055, -3.4840], [-2.0702, 2.5887, -4.2902], [-1.8711, 3.6258, -2.8959], [-3.5440, 1.2244, -3.1193], [-3.4943, 2.3853, -1.8195], [-1.7486, -0.0795, -2.2223], [-2.9139, 0.1909, -0.9380], [2.5305, 2.3228, 1.3157], [4.1599, 3.9487, 0.4961], [3.4427, 6.2378, -0.1235], [1.0649, 6.8836, 0.1065], [-0.5783, 5.2625, 0.9410], [-0.1369, 4.8036, 3.5602], [-1.4241, 5.6267, 5.4843], [-3.4383, 4.4118, 6.2473], [-4.1561, 2.3593, 5.0688], [-2.8763, 1.5297, 3.1489], [3.4996, -0.0991, 0.3191], [2.3510, -0.1859, 0.2285], [-1.0694, -3.9577, -4.3082], [-0.1893, -3.2637, -4.0271], [0.8363, -2.4644, -3.7218], [0.6533, -1.6728, -2.7527], [0.5017, -0.9186, -1.8617], [-5.6998, -1.8834, -0.6528], [-4.4038, -1.9622, -0.3071], [-4.0057, -1.4280, 0.9018], [-2.6664, -1.5064, 1.2531], [-1.7258, -2.1156, 0.4098], [-0.2933, -2.1758, 0.7824], [-2.1813, -2.6454, -0.8080], [-3.5143, -2.5789, -1.1677], [-4.7393, -0.9737, 1.5543], [-2.3502, -1.1245, 2.2163], [0.2835, -2.9217, 0.2371], [-0.1068, -2.2409, 1.8528], [-1.4846, -3.1395, -1.4744], [-3.8669, -2.9984, -2.1005]], "forces_ev_per_angstrom": [[-0.15, 0.02, 0.04], [0.08, 0.08, -0.16], [0.02, 0.02, -0.13], [0.03, 0.03, 0.13], [0.05, 0.01, -0.07], [0.08, 0.02, 0.05], [-0.06, -0.01, 0.00], [0.01, -0.03, 0.02], [0.03, 0.03, 0.02], [-0.11, -0.01, -0.08], [-0.11, -0.03, 0.04], [0.05, -0.09, 0.00], [0.02, 0.03, -0.01], [-0.06, -0.03, 0.03], [0.06, 0.03, -0.02], [-0.06, -0.01, 0.01], [0.03, -0.07, -0.04], [0.02, 0.00, 0.00], [-0.03, 0.01, 0.03], [0.02, 0.00, -0.02], [-0.02, 0.00, 0.01], [-0.01, -0.01, -0.01], [-0.01, 0.00, 0.01], [0.00, 0.04, 0.02], [0.01, 0.00, -0.02], [0.01, 0.00, 0.02], [0.00, 0.01, 0.00], [-0.01, 0.00, 0.01], [0.01, 0.00, 0.00], [0.01, 0.00, 0.01], [0.00, 0.00, 0.00], [0.00, 0.00, 0.00], [0.00, -0.01, 0.00], [0.00, 0.00, -0.01], [0.01, -0.01, 0.02], [0.05, 0.01, 0.01], [-0.01, 0.01, 0.01], [0.00, 0.00, 0.00], [0.00, 0.00, 0.00], [-0.01, 0.00, 0.00], [0.01, 0.00, 0.00], [0.00, -0.01, 0.01], [0.00, 0.00, 0.00], [0.00, 0.01, 0.00], [0.00, 0.00, 0.00], [-0.01, 0.00, 0.01], [-0.01, 0.01, 0.00], [-0.12, -0.01, -0.04], [0.04, -0.01, 0.01], [-0.01, 0.00, -0.06], [-0.15, 0.08, 0.14], [-0.01, -0.12, -0.09], [0.22, 0.10, 0.04], [0.00, -0.01, -0.01], [0.01, -0.01, 0.02], [-0.03, 0.03, 0.04], [0.05, -0.02, -0.07], [-0.12, -0.04, -0.01], [0.18, -0.03, 0.11], [0.03, 0.05, 0.05], [-0.03, 0.00, -0.07], [0.00, 0.00, 0.00], [-0.01, 0.00, 0.02], [-0.03, -0.03, 0.00], [-0.02, -0.04, 0.00], [-0.01, -0.01, 0.00], [0.02, -0.01, 0.00]]}


(2)
{"formula": "C29H30I2N9OPdSSi", "method": "ωB97M-V with the def2-TZVPD basis set", "lumo_ev": [-8.29, -11.29], "total_charge": 3, "gap_ev": [8.2, 5.7], "spin_multiplicity": 5, "s2": 6.0711, "species": ["Pd", "I", "C", "I", "H", "H", "C", "Si", "C", "C", "C", "C", "C", "C", "N", "C", "S", "H", "H", "H", "H", "H", "H", "H", "H", "H", "H", "H", "H", "C", "N", "C", "N", "C", "N", "C", "C", "C", "C", "C", "C", "C", "N", "N", "C", "O", "C", "C", "C", "C", "C", "C", "N", "C", "N", "C", "N", "C", "H", "H", "H", "H", "H", "H", "H", "H", "H", "H", "H", "H", "H", "H", "H", "H"], "positions_angstrom": [[0.0588, 2.0517, 2.0526], [1.0341, 4.5091, 3.0935], [-1.0040, 5.0497, 3.5051], [-2.3240, 3.4111, 3.1005], [-1.2802, 5.8792, 2.8659], [-1.0877, 5.3056, 4.5547], [-1.6419, -1.5657, 6.4440], [-0.7047, -2.5988, 5.1689], [1.1603, -2.5668, 5.4311], [-1.3865, -4.3530, 5.0983], [-1.0562, -1.8497, 3.4218], [-1.6869, -2.5899, 2.4189], [-1.8829, -2.0654, 1.1523], [-1.4326, -0.7724, 0.8787], [-0.8538, -0.0358, 1.8046], [-0.6692, -0.5459, 3.0472], [0.0988, 0.5734, 4.1085], [-1.5243, -2.0087, 7.4331], [-2.7062, -1.5393, 6.2058], [-1.2536, -0.5480, 6.4765], [1.4008, -3.0463, 6.3811], [1.5427, -1.5451, 5.4712], [1.6832, -3.1122, 4.6432], [-1.2349, -4.8442, 6.0594], [-0.8674, -4.9372, 4.3356], [-2.4573, -4.3438, 4.8882], [-2.0327, -3.5947, 2.6286], [-2.3767, -2.6361, 0.3776], [-1.5298, -0.3298, -0.1056], [4.4746, 0.0041, -1.0708], [3.5747, 0.3121, 0.0365], [2.5465, 1.1606, 0.0881], [2.0067, 1.1168, 1.2960], [2.7584, 0.1855, 1.9532], [3.7064, -0.3230, 1.2106], [3.9196, -1.0577, -1.9999], [4.5239, -2.3161, -2.1122], [4.0467, -3.2678, -3.0114], [2.9480, -2.9952, -3.7979], [2.3096, -1.7498, -3.6585], [2.8129, -0.7823, -2.7706], [1.1204, -1.4656, -4.3769], [0.5394, -2.1605, -5.3608], [-0.5679, -1.5387, -5.6855], [-0.6766, -0.4640, -4.8950], [0.3815, -0.3775, -4.0591], [-1.7376, 0.4711, -4.8198], [-2.8589, 0.3208, -5.6550], [-3.9076, 1.2076, -5.5221], [-3.8476, 2.2259, -4.5783], [-2.7253, 2.3907, -3.7484], [-2.6941, 3.5562, -2.7814], [-1.6610, 3.4539, -1.7629], [-1.6092, 2.6650, -0.6834], [-0.4728, 2.8875, -0.0387], [0.1361, 3.8571, -0.7819], [-0.5571, 4.2123, -1.8315], [-1.6733, 1.5163, -3.8763], [5.4104, -0.3288, -0.6301], [4.6627, 0.9229, -1.6251], [2.2487, 1.8181, -0.7123], [2.6233, -0.0971, 2.9837], [5.3880, -2.5491, -1.5018], [4.5435, -4.2248, -3.0922], [2.5662, -3.7184, -4.5068], [2.3292, 0.1854, -2.7179], [-2.8797, -0.4784, -6.3843], [-4.7806, 1.1093, -6.1524], [-4.6810, 2.9132, -4.4876], [-3.6634, 3.6718, -2.2962], [-2.4861, 4.4751, -3.3295], [-2.3882, 1.9804, -0.3884], [1.0862, 4.3008, -0.5327], [-0.7807, 1.6234, -3.2733]], "forces_ev_per_angstrom": [[0.03, -0.55, -0.46], [-0.32, 0.05, 0.05], [0.10, -0.14, -0.07], [0.27, 0.15, 0.06], [0.02, -0.03, -0.04], [0.03, -0.06, 0.01], [0.32, -0.22, -0.57], [-0.20, -0.41, 0.68], [-0.38, 0.06, -0.19], [0.30, 0.60, -0.14], [0.23, 0.27, 0.19], [-0.15, -0.12, -0.21], [0.00, -0.08, 0.12], [0.12, 0.13, 0.07], [0.01, 0.41, -0.18], [0.03, -0.12, 0.22], [-0.13, 0.04, -0.23], [0.01, -0.02, 0.01], [-0.02, 0.04, 0.05], [-0.07, 0.06, 0.11], [-0.02, -0.01, 0.02], [0.05, -0.03, 0.03], [0.02, 0.00, 0.01], [-0.01, -0.02, 0.01], [-0.07, -0.11, 0.03], [-0.02, -0.09, 0.02], [0.03, 0.01, 0.02], [0.02, -0.03, 0.01], [-0.05, -0.03, 0.00], [0.03, -0.20, -0.23], [-0.21, 0.14, -0.09], [0.19, 0.15, 0.06], [-0.37, 0.09, 0.25], [0.07, 0.03, -0.15], [0.09, -0.10, 0.17], [-0.06, 0.09, 0.05], [-0.03, 0.04, -0.08], [0.06, -0.08, 0.00], [0.01, -0.03, -0.07], [-0.16, 0.12, -0.03], [0.05, -0.02, 0.09], [0.18, 0.12, 0.23], [0.03, -0.19, -0.06], [-0.11, -0.09, -0.13], [-0.06, 0.24, 0.13], [-0.02, -0.08, -0.16], [0.09, -0.08, 0.02], [0.07, -0.03, -0.04], [-0.10, 0.04, -0.04], [0.07, -0.03, 0.00], [0.13, -0.05, 0.03], [-0.18, 0.01, -0.22], [-0.16, -0.29, 0.27], [0.10, 0.19, -0.14], [0.03, -0.01, 0.37], [-0.03, -0.10, 0.05], [0.22, 0.11, -0.17], [-0.01, 0.08, 0.04], [0.01, 0.07, 0.06], [0.00, 0.04, 0.05], [0.02, -0.07, -0.04], [-0.04, -0.01, 0.00], [0.00, 0.00, -0.01], [0.00, 0.01, 0.00], [0.00, -0.01, 0.02], [0.01, -0.01, 0.01], [-0.04, 0.00, 0.02], [0.01, 0.01, 0.00], [-0.01, -0.01, -0.01], [0.02, 0.00, 0.03], [0.01, 0.05, 0.08], [-0.03, 0.03, -0.04], [-0.01, 0.03, 0.01], [-0.03, 0.02, 0.02]]}